1.
Here is a structure of composition C19H43FN2O19P2Pt2 from the OMol25 dataset. Energies are from wB97M-V/def2-TZVPD.

XYZ file:
```
88
Properties=species:S:1:pos:R:3:forces:R:3
Pt -0.707404 1.506901 -2.944337 0.25 -0.12 0.56
Pt -0.627484 2.155861 3.482343 -0.02 0.19 -0.42
P 2.470006 -0.980859 -8.795737 0.51 -0.85 0.18
P -6.372214 -1.493349 -5.617337 0.28 0.39 0.85
F 6.342026 -5.171409 -0.428217 -0.10 -0.87 0.59
O 7.255526 -2.231779 -0.082737 -0.03 -1.34 1.06
O 2.253016 -0.434089 -10.300677 -0.21 -1.54 1.60
O -7.777204 -0.743209 -5.157417 1.06 -1.49 -1.13
O -0.123534 4.517491 0.081233 -4.53 2.64 -0.32
O 6.250516 -0.854029 8.485583 0.80 0.62 -0.01
O 0.144276 -1.431369 1.430843 3.82 -2.40 6.53
O -6.661724 -2.072689 -7.109307 -0.83 -0.30 3.33
O -1.364024 -0.840679 0.539763 -9.19 4.14 1.06
O -6.398584 -2.835859 -4.735957 -0.28 1.45 -1.32
O 8.270676 -2.405009 1.915573 -1.46 -1.38 -1.27
O 1.947586 -0.206599 -7.650047 0.75 -0.16 -1.19
O 6.646076 -3.827979 1.368823 -2.22 -2.18 -0.21
O -2.929074 4.993711 5.614023 -0.41 -0.83 -1.25
O -0.080384 -1.859689 -0.653777 0.74 -4.46 -3.15
O 1.645076 4.174711 -0.931197 3.31 0.94 -6.39
O -5.105664 -0.720239 -5.388937 -2.16 -0.73 -0.99
O 4.096896 -1.282639 -8.726867 -1.75 0.60 1.00
O 1.822286 -2.462909 -8.904737 -0.16 0.68 -0.01
O 1.592146 4.443811 1.082083 3.77 2.00 7.43
N -4.148454 2.494371 5.716533 -1.05 0.49 -1.56
N 3.471156 0.349251 7.087623 0.90 0.44 -1.70
C -5.001124 3.762461 5.719883 0.70 -0.98 1.01
C 2.831266 0.682391 9.347323 0.83 -0.95 0.74
C -6.440974 3.486321 6.267083 1.70 0.99 0.58
C 6.854336 -2.049889 8.941113 1.09 0.09 -0.37
C -6.757584 -2.729899 -3.375497 -1.23 -1.14 1.15
C -4.112624 4.853501 6.342183 -1.08 0.41 0.32
C 1.665436 -3.232009 -7.664697 -0.21 0.33 -0.87
C 4.888996 -0.886629 8.719063 -1.62 -1.97 0.96
C 4.041526 0.328671 8.421163 -0.87 0.87 0.15
C 2.095476 0.907181 -10.676997 0.72 1.46 0.26
C -8.422124 0.287451 -5.939807 0.67 1.02 1.33
C 5.857436 -4.070779 0.233093 0.15 0.27 -1.66
C 6.212906 -2.929859 -0.752337 -0.13 0.94 -0.04
C 1.127166 4.717181 0.010643 -3.00 -6.25 -0.57
C -5.939604 -1.608029 -8.174517 1.60 1.27 -1.40
C -2.262254 6.140541 5.963823 2.07 0.90 0.10
C 7.452576 -2.860389 1.134553 4.05 5.06 0.79
C 4.604586 -2.416899 -9.410087 -1.00 -0.69 -0.86
C -0.562974 -1.737629 0.479623 4.60 3.39 -4.53
H -3.868024 4.750471 7.399383 -0.11 -0.57 0.34
H 7.706276 -2.173809 8.272573 0.23 -0.17 0.37
H 1.603316 -4.288729 -7.924667 0.94 0.02 -0.26
H 5.445346 -2.925579 -8.938427 0.40 0.99 0.08
H -6.990424 2.868951 5.556403 0.02 0.04 0.19
H -8.069804 0.367291 -6.968207 -0.10 -0.18 0.12
H -5.757964 -0.539149 -8.062287 -0.46 0.32 -0.50
H 6.292496 -2.983289 8.906463 -0.77 0.23 -0.55
H -5.219334 4.170361 4.732923 0.76 -0.70 -0.56
H 2.501826 -2.928199 -7.035207 -0.39 -0.58 0.48
H -6.126574 -3.425839 -2.822677 0.25 0.50 0.11
H -2.847004 7.059551 6.003813 -0.49 -0.17 0.52
H 2.388436 1.665141 9.185393 0.84 0.30 -0.13
H 4.813606 -4.257039 0.485713 0.21 0.14 0.18
H 7.170606 -2.002889 9.983153 0.17 0.45 0.13
H 4.182946 0.742051 6.488323 0.04 0.67 -0.35
H 4.580666 -1.753849 8.135143 -0.96 -0.11 -0.26
H 3.204116 0.560681 10.364313 -0.40 0.36 0.35
H -1.645444 5.935891 6.838893 -0.44 0.46 0.83
H -6.872014 -1.749059 -2.914017 0.92 0.26 -0.42
H -9.508194 0.303921 -5.848807 0.00 -1.11 -0.29
H -4.723214 1.821441 5.229813 0.06 -0.29 -0.63
H 5.475686 -2.175109 -1.026117 -0.49 -0.35 0.39
H -7.768894 -3.120369 -3.261977 -0.17 -0.25 -0.19
H -6.483754 -1.877289 -9.079777 0.19 0.23 0.01
H 2.331786 0.926511 -11.740897 -0.42 0.26 0.10
H 0.669026 -3.113949 -7.238877 0.22 0.96 0.25
H 3.850246 -3.203699 -9.415267 -0.12 0.02 -0.20
H 4.755416 1.144381 8.535553 -0.10 0.40 -0.21
H 3.439186 -0.558969 6.646913 -0.43 -0.67 0.53
H 4.733466 -2.091579 -10.442387 0.68 -0.44 -0.04
H 6.595686 -3.337819 -1.687837 -0.02 -0.27 0.18
H -1.471214 6.415261 5.266043 -0.18 -0.51 -0.75
H -4.059244 2.007601 6.596973 -0.04 0.80 0.80
H 2.786316 1.568891 -10.154527 0.66 -0.24 -0.07
H -6.353714 3.028361 7.252353 -0.30 -0.23 -0.05
H 1.934906 0.071381 9.241033 0.37 -0.74 -0.24
H 4.727966 -1.215489 9.745713 -0.14 0.20 0.54
H -4.909234 -1.962199 -8.206397 -0.08 -0.72 -0.02
H 1.168556 1.403491 -10.389557 -0.63 -0.81 -0.43
H -4.630104 5.810771 6.279383 -0.46 0.17 0.02
H -8.186024 1.176161 -5.354537 0.37 0.50 -0.61
H -6.911674 4.459941 6.403453 -0.41 -0.09 -0.11
```
Forces are in eV/Å.

- Largest force on an atom: 0.1971 hartree/bohr
- Multiplicity: 5
- E_tot: -3309.32939 a.u.
- HOMO-LUMO gap (alpha / beta): 4.0 / 3.4 eV

Atom charges from the Löwdin analysis, given in e for atoms 1 to 5:
1. Pt 0.7944
2. Pt 0.8936
3. P 0.4644
4. P 0.4950
5. F 0.0417



2.
Here is a structure of composition C19H43N2OP3SeW from the OMol25 dataset. Energies are from wB97M-V/def2-TZVPD.

XYZ file:
```
70
Properties=species:S:1:pos:R:3:forces:R:3
W -0.936717 -0.752133 0.121929 1.62 1.25 -0.17
Se -2.472811 1.026126 0.209958 0.51 0.94 0.21
P -0.566982 -0.707468 -2.300908 -0.41 0.41 -2.28
P -1.724047 -2.913510 0.265320 -0.91 -2.10 0.16
P 0.020908 -0.633204 2.377522 0.20 0.40 2.38
O 1.534560 -2.700726 0.044122 -0.71 0.50 -0.10
N 3.442086 -3.800695 -0.532566 -0.87 1.00 0.05
N 2.919973 -1.739319 -1.468315 0.05 0.62 -0.32
C 0.052712 -1.980694 -3.478413 0.34 -0.36 0.41
C 0.431584 4.278361 -0.188370 0.03 -0.09 0.10
C -1.511153 -0.399033 3.385358 0.00 0.07 -0.11
C -1.375319 2.719620 0.214557 -0.41 0.58 0.39
C 2.606063 -2.739755 -0.620827 0.03 -1.31 0.66
C -3.490219 -2.474737 0.371832 0.15 0.10 0.05
C 0.973446 0.884046 2.752854 0.03 -0.05 -0.46
C 3.106876 -4.921101 0.333125 -0.10 -0.03 -0.04
C -1.700220 5.092042 0.594134 0.55 0.49 -0.06
C 0.913454 -1.889925 3.379853 0.25 -0.30 -0.63
C 0.215541 0.811788 -2.965299 0.06 0.06 0.39
C -0.382365 5.349566 0.175689 -0.68 -0.69 0.06
C -2.318146 -0.520002 -2.865442 -0.02 0.21 0.08
C -0.044651 2.949126 -0.140484 0.23 -0.22 -0.25
C 1.621440 8.430879 -0.386486 -3.69 0.46 0.39
C -1.394756 -3.967615 1.692368 0.13 0.08 -0.08
C 2.959771 8.367541 -0.537922 3.85 -0.03 -0.43
C -2.181582 3.797884 0.621532 -0.38 -0.68 -0.08
C -1.555236 -4.036637 -1.137400 0.06 0.06 0.04
H 3.422966 8.328024 -1.533058 -0.17 0.03 0.36
H -2.240366 -1.198345 3.205849 0.10 0.15 0.12
H -3.205631 3.617912 0.954471 0.24 0.13 -0.16
H 4.308436 -3.774893 -1.037266 0.22 -0.15 -0.07
H 1.454679 4.500068 -0.518402 -0.41 -0.45 0.19
H 2.431958 -0.869230 -1.288586 0.47 -0.28 -0.13
H -2.157561 -4.906586 -0.837430 0.20 0.03 -0.35
H 0.037565 -2.979365 -3.032014 0.11 0.21 -0.21
H -3.824665 -1.863962 -0.476978 -0.08 -0.29 0.16
H -1.216118 -0.424258 4.445709 -0.14 0.02 -0.29
H -0.351110 1.701650 -2.666419 0.11 -0.19 -0.07
H 0.405476 1.778792 2.473992 0.11 -0.16 0.07
H 3.034227 -5.845380 -0.226490 -0.10 -0.11 -0.20
H -0.594435 -1.976571 -4.370046 0.15 0.12 0.37
H 1.238572 0.896291 -2.577167 -0.16 0.03 -0.19
H 3.850500 -1.696617 -1.857921 -0.08 0.20 -0.03
H -2.364229 5.902001 0.893685 0.20 -0.17 -0.05
H 1.165343 8.508745 0.609969 0.19 0.00 -0.38
H -0.367001 -4.351849 1.610448 -0.36 0.03 0.10
H 1.081792 -1.739796 -3.785263 -0.34 -0.10 0.24
H 0.250692 0.752582 -4.063903 -0.07 -0.07 0.35
H 1.906640 0.855829 2.178198 -0.09 0.09 0.18
H 1.957613 -1.951563 3.044236 -0.30 -0.06 0.06
H 0.951406 8.447218 -1.257082 0.25 -0.01 0.33
H -3.967372 -3.464446 0.351269 -0.35 0.34 0.01
H 2.144016 -4.655988 0.766164 0.17 -0.37 0.13
H 3.845754 -5.073370 1.109534 0.15 0.17 0.17
H -0.017572 6.376602 0.135747 -0.13 -0.37 0.02
H -2.930191 -1.382036 -2.574555 0.07 0.14 -0.15
H -2.296433 -0.449980 -3.961800 -0.09 -0.07 0.24
H -1.940796 -3.605057 -2.069059 0.05 -0.20 0.26
H 1.208079 0.913440 3.828166 -0.14 -0.09 -0.34
H -1.547799 -3.445405 2.644233 -0.04 -0.24 -0.25
H 3.635150 8.375863 0.327912 -0.24 -0.01 -0.30
H -3.715451 -1.958505 1.314312 -0.09 -0.24 -0.19
H 0.646386 -0.401708 -0.072546 0.62 0.47 -0.02
H -1.976637 0.566597 3.144614 0.14 -0.30 0.16
H -2.758938 0.393748 -2.438019 0.16 -0.41 -0.36
H 0.451661 -2.877974 3.296692 0.19 0.23 0.03
H 0.630417 2.116526 -0.378151 -0.29 0.49 -0.04
H 0.893687 -1.576733 4.435256 -0.10 0.10 -0.41
H -0.497362 -4.314550 -1.238784 -0.31 -0.03 0.01
H -2.127558 -4.778143 1.572765 0.27 0.00 0.31
```
Forces are in eV/Å.

- Energy relative to the best compared isomer or geometry (same formula, charge and spin): 0.0 kcal per mole
- Largest force on an atom: 0.0753 hartree/bohr
- Multiplicity: 3
- E_tot: -4425.52814 a.u.
- HOMO-LUMO gap (alpha / beta): 6.5 / 3.8 eV
- Net charge: +4

Atom charges from the Löwdin analysis, given in e for atoms 1 to 5:
1. W 0.5918
2. Se 0.8373
3. P 0.7189
4. P 0.6442
5. P 0.7205



Question: Among the records above, which one has the highest multiplicity?
Answer: C19H43FN2O19P2Pt2